# 1
A gas-phase ion, C7H11BrNO3 (charge -1). Source: the OMol25 dataset; level of theory: the ωB97M-V functional and the def2-TZVPD basis.

Output
LUMO energy ... 3.125 eV
Total charge ... -1
Structure (SMILES) ... CC(=O)[C@@](Br)(NC(=O)[O-])C(C)C
HOMO-LUMO gap ... 8.561 eV
E_HOMO ... -5.4 eV

Geometry (Å):
Br -2.538 0.380 -0.354
O 0.021 0.923 2.152
O 1.253 2.341 0.217
O 1.721 2.364 -2.012
N 0.017 1.016 -1.235
C -0.224 -2.087 -0.847
C 1.110 2.012 -0.997
C -0.544 0.447 -0.093
C -0.003 -0.964 0.191
C 1.512 -0.775 0.588
C -0.354 1.418 1.091
C -1.096 2.734 0.936
H -1.166 -1.923 -1.197
H -0.622 -1.201 1.024
H 1.987 -0.510 -0.353
H 0.312 0.406 -1.974
H -1.978 2.713 1.502
H 0.455 -1.969 -1.742
H -0.592 3.365 1.586
H -0.188 -3.024 -0.481
H 2.058 -1.718 0.920
H -1.280 3.156 -0.143
H 1.502 -0.046 1.278

***

# 2
A single C11H12FN3 molecule. Source: the OMol25 dataset; level of theory: the ωB97M-V functional and the def2-TZVPD basis.

Output
LUMO energy (alpha / beta) ... 0.339 / 0.339 eV
ΔE to the lowest compared entry with this formula, charge and spin ... 0.000 eV
Structure (SMILES) ... C=c1ccn(-c2cnn(CC)c2)/c1=C\F
HOMO-LUMO gap (alpha / beta) ... 7.313 / 7.312 eV
E_HOMO (alpha / beta) ... -7.0 / -7.0 eV

Geometry (Å):
F 1.905 2.143 -0.511
N 0.992 -0.850 0.022
N -1.936 0.637 1.538
N -2.012 1.018 0.271
C 3.166 -1.424 -0.499
C 1.220 -2.251 0.258
C -3.178 1.775 -0.175
C -0.101 -0.118 0.419
C 2.203 -0.331 -0.329
C -0.742 0.027 1.622
C -4.495 1.259 0.567
C 2.613 1.048 -0.706
C 4.472 -1.352 -0.915
C 2.389 -2.616 -0.148
C -1.049 0.531 -0.492
H -1.028 0.827 -1.508
H -2.969 2.914 -0.020
H -4.464 1.383 1.595
H 4.954 -2.217 -1.131
H 4.948 -0.399 -1.014
H 2.879 -3.577 -0.327
H -5.277 1.916 0.445
H -3.344 1.472 -1.197
H -4.637 0.234 0.383
H 3.536 1.263 -1.086
H 0.379 -2.856 0.423
H -0.425 -0.455 2.515

***

# 3
A gas-phase ion, C3H5N2O2S (charge +1). Source: the OMol25 dataset; level of theory: the ωB97M-V functional and the def2-TZVPD basis.

Output
LUMO energy ... -7.631 eV
ΔE to the lowest compared entry with this formula, charge and spin ... 4.207 eV
Total charge ... +1
HOMO-LUMO gap ... 6.107 eV
E_HOMO ... -13.7 eV

Geometry (Å):
S 2.963 0.233 0.393
O 3.466 -0.365 -0.818
O -2.186 -0.304 0.635
N 1.378 -0.009 0.240
N -1.072 -0.646 0.323
C -0.531 1.638 -0.007
C -0.741 -1.850 -0.074
C 0.114 0.332 0.237
H -1.462 -2.524 -0.196
H 0.229 -2.183 -0.268
H -1.175 1.875 0.806
H 0.258 2.359 -0.347
H -1.240 1.444 -0.923

***

# 4
A molecular structure, H39O20. Source: the OMol25 dataset; level of theory: the ωB97M-V functional and the def2-TZVPD basis.

Output
LUMO energy ... 2.287 eV
ΔE to the lowest compared entry with this formula, charge and spin ... 4.403 eV
Total charge ... -1
HOMO-LUMO gap ... 9.090 eV
E_HOMO ... -6.8 eV

Geometry (Å):
O 1.906 -0.485 -2.905
O -4.159 -0.750 -2.415
O 2.099 5.384 0.967
O -1.758 1.778 1.604
O 2.325 -3.584 -3.530
O -2.276 -3.726 -2.442
O -4.382 2.446 1.313
O 1.793 2.330 -1.587
O -0.081 -2.206 -3.291
O 0.796 -0.722 1.308
O -1.832 -1.024 0.050
O 1.426 0.687 3.514
O 4.152 1.777 -0.914
O 1.573 -3.283 1.905
O -0.831 1.129 -0.525
O 2.315 2.950 2.299
O -2.361 0.871 -4.218
O -0.751 -0.816 3.615
O -0.205 0.527 5.814
O 0.340 -3.102 -0.734
H -0.201 -2.969 -3.846
H 0.607 -2.227 -0.393
H 3.207 1.665 -0.628
H -3.659 1.819 1.530
H 1.479 0.583 4.460
H -0.125 -0.763 0.974
H 1.515 -3.595 1.019
H -0.816 -1.752 3.375
H -3.089 0.661 -3.628
H 1.772 3.192 1.536
H 2.734 3.683 2.751
H -4.535 -1.020 -1.573
H -1.279 1.273 -1.359
H -1.245 0.081 -0.003
H 1.344 -2.329 1.921
H -3.233 -0.548 -2.242
H -0.078 -0.277 3.155
H -0.430 1.124 5.107
H 1.777 1.521 3.125
H -0.966 -0.052 5.961
H -2.908 -2.997 -2.277
H 2.598 4.945 1.642
H -0.616 -3.000 -0.627
H -2.285 -3.685 -3.410
H 2.002 5.034 0.074
H -1.760 1.074 2.260
H -4.623 2.732 2.206
H -0.316 -2.548 -2.396
H 2.862 -3.759 -2.737
H -2.202 0.021 -4.603
H 1.024 -0.779 -3.212
H 4.406 1.125 -0.226
H 0.899 0.027 1.933
H 2.465 -1.041 -3.468
H 2.462 2.093 -2.239
H 1.075 1.685 -1.687
H 1.815 -2.912 -3.067
H -2.300 -0.641 0.817
H -1.269 1.728 0.603

***

# 5
A molecular structure, FHMgNO3S2Sc. Source: the OMol25 dataset; level of theory: the ωB97M-V functional and the def2-TZVPD basis.

Output
LUMO energy (alpha / beta) ... -5.870 / -5.901 eV
ΔE to the lowest compared entry with this formula, charge and spin ... 0.000 eV
Total charge ... +1
HOMO-LUMO gap (alpha / beta) ... 6.625 / 6.775 eV
Multiplicity ... 2
E_HOMO (alpha / beta) ... -12.5 / -12.7 eV
<S²> ... 0.7518

Geometry (Å):
Sc -0.345 -2.074 2.617
S -1.187 -0.125 0.168
S 0.491 -2.429 0.169
Mg 0.897 0.847 -1.271
F -2.611 -0.577 -0.458
O -1.410 -0.392 1.605
O 2.467 1.837 -1.342
O -1.026 1.305 -0.294
N -0.015 -0.881 -0.499
H 2.738 2.489 -0.696

***

# 6
A single C4H7N3 molecule. Source: the OMol25 dataset; level of theory: the ωB97M-V functional and the def2-TZVPD basis.

Output
LUMO energy ... 0.074 eV
ΔE to the lowest compared entry with this formula, charge and spin ... 3.490 eV
HOMO-LUMO gap ... 6.961 eV
E_HOMO ... -6.9 eV

Geometry (Å):
N -1.250 -2.262 -0.716
N 0.119 2.315 0.141
N 1.162 0.082 0.652
C 0.701 -1.231 0.424
C -0.919 0.212 -0.457
C 0.079 0.840 0.202
C -0.489 -1.167 -0.251
H -0.753 2.432 -0.404
H 1.290 -2.073 0.768
H 1.682 0.279 1.497
H 0.907 2.719 -0.375
H -1.877 -1.931 -1.439
H 0.031 2.803 1.037
H -0.683 -3.019 -1.078

***

| no. | E (eV) | strongest force on any atom (eV Å⁻¹) |
| --- | --- | --- |
| 1 | -85113.8961 | 5.14 |
| 2 | -18785.0951 | 7.27 |
| 3 | -21089.1824 | 5.00 |
| 4 | -41584.4000 | 2.75 |
| 5 | -58175.4169 | 3.05 |
| 6 | -8728.1895 | 0.60 |